(1)
Below is C21H56BrO23S7V as an isolated structure, with properties calculated with wB97M-V/def2-TZVPD.

Summary:
Multiplicity: 1
Energy above the lowest of the compared OMol25 structures with the same formula, charge and spin, eV: 0.000
Kohn-Sham gap, hartree: 0.324
Highest occupied orbital energy, Ha: -0.34483

Each line ends with the Löwdin charge.
Positions of all 109 atoms, in Å:
C 1.65 0.89 -4.85  -0.25
H -5.37 1.39 -5.70  0.07
S -3.49 -2.56 6.67  0.63
H -2.14 2.92 1.81  0.08
H -1.69 2.46 -2.19  0.05
O -2.46 1.70 -5.30  -0.25
O 0.86 0.70 3.29  -0.28
H 4.20 -4.18 -0.64  0.08
H -2.56 -1.52 2.12  0.04
H -0.45 -2.29 -3.22  0.04
H -1.21 3.34 -3.64  0.08
H -4.71 -4.49 6.54  0.07
H 4.70 1.79 -1.62  0.11
H 2.24 -0.89 4.60  0.12
O 1.30 2.96 4.19  -0.29
Br -0.66 -3.61 -0.04  0.00
C 3.63 1.98 -1.79  -0.26
H -1.15 0.84 -3.90  0.09
O -4.46 1.37 2.12  -0.29
O -3.48 -2.77 5.04  -0.25
H 4.19 2.61 -3.78  0.08
H -4.19 -0.33 0.49  0.09
C -2.01 2.76 -3.19  -0.04
C 5.89 -1.53 0.12  -0.28
H 0.74 0.70 6.59  0.06
H -4.00 -0.19 -1.29  0.11
C -3.29 -1.91 2.82  -0.06
O -4.64 -1.79 7.05  -0.27
C -4.85 0.53 -5.28  -0.09
C 0.26 -2.71 -3.94  -0.07
H 0.56 2.37 1.73  0.04
H 3.89 3.91 -2.59  0.09
H -2.14 1.37 0.84  0.05
O 2.69 -2.02 -4.71  -0.28
S 1.52 2.46 -0.37  0.67
V 0.16 -1.07 -0.18  0.60
H 2.78 -0.52 6.25  0.12
C -3.78 -4.30 7.08  -0.11
O 0.85 -0.28 -4.56  -0.27
H 4.70 -1.46 4.61  0.08
O 1.92 -1.17 -2.47  -0.33
H 2.51 -4.10 -0.77  0.06
O -0.55 -0.43 1.12  -0.36
C 1.40 2.93 1.33  -0.10
H 5.00 0.03 5.29  0.08
C 4.30 -0.45 4.59  -0.06
H 7.76 -0.40 0.20  0.08
H -2.95 3.30 -3.15  0.09
H -0.10 -2.56 -4.95  0.07
O -2.13 -2.18 7.02  -0.30
H 6.70 0.12 -1.07  0.07
C 2.91 -0.27 5.20  -0.24
S 1.65 -1.52 -3.85  0.63
H 3.28 0.95 -1.91  0.09
S -3.26 0.57 -6.12  0.60
O -0.82 -0.64 -1.37  -0.38
C -2.07 1.41 -3.95  -0.26
H -3.44 -2.97 2.64  0.08
O 4.52 -1.20 0.00  -0.24
C -5.97 -0.38 -0.65  -0.07
C -4.56 0.14 -0.41  -0.28
C -3.03 -1.65 4.31  -0.29
S -4.21 2.29 1.03  0.63
H -0.25 2.05 6.43  0.08
H 2.04 0.01 -6.81  0.08
H -2.82 0.89 -3.35  0.09
C 6.71 -0.26 -0.05  -0.07
H -6.38 0.08 -1.55  0.07
O 2.58 1.13 4.99  -0.27
O 2.17 -1.46 0.58  -0.36
C 1.80 0.97 -6.35  -0.06
H 1.44 4.01 1.42  0.09
H -6.04 -1.45 -0.87  0.08
O 1.26 1.03 -0.46  -0.34
H 1.16 1.78 -4.48  0.12
H -6.67 -0.35 0.19  0.08
H 0.68 -3.65 -3.62  0.07
H 3.49 -2.89 -1.68  0.05
C 0.10 1.19 5.86  -0.07
H -3.57 -0.72 4.51  0.12
H 6.15 -2.06 1.04  0.12
S 1.16 1.54 4.40  0.61
H -2.25 3.08 0.04  0.06
C 3.53 2.96 -2.98  -0.06
O -2.52 -0.66 -5.96  -0.29
H 2.41 1.80 -6.70  0.08
O 3.13 2.63 -0.62  -0.24
H -4.25 -1.47 2.56  0.07
C -2.42 2.42 0.89  -0.09
H 4.40 0.10 3.66  0.08
O -4.86 3.57 0.95  -0.28
H -1.97 -1.40 4.39  0.11
H 2.51 3.19 -3.28  0.06
O -4.57 1.57 -0.41  -0.25
H 6.24 -2.21 -0.66  0.12
H -3.06 -5.03 6.70  0.07
H 6.45 0.53 0.66  0.08
O 0.78 3.34 -1.23  -0.26
H -4.63 0.51 -4.21  0.05
H -3.78 -4.35 8.16  0.07
H 2.66 0.72 -4.46  0.10
H -5.32 -0.41 -5.55  0.07
O -3.54 1.11 -7.43  -0.29
O 3.94 -2.82 1.77  -0.26
H 2.30 2.48 1.75  0.07
H 0.86 1.22 -6.87  0.08
H -0.73 0.54 5.57  0.06
C 3.39 -3.46 -0.76  -0.09
S 3.39 -2.23 0.58  0.68



(2)
Below is a 2-piece molecular cluster, C4H8NO3 overall, with properties calculated with wB97M-V/def2-TZVPD.

Summary:
Multiplicity: 1
Energy above the lowest of the compared OMol25 structures with the same formula, charge and spin, eV: 1.950
Kohn-Sham gap, hartree: 0.278
Total charge: -1
Highest occupied orbital energy, Ha: -0.15538

Each line ends with the Löwdin charge.
Positions of all 16 atoms, in Å:
H -0.12 0.15 -0.47  0.06
H -0.67 1.03 -2.37  0.14
C 2.64 -0.48 0.96  -0.82
H -1.00 2.24 -1.12  0.13
H 1.42 -1.34 2.71  0.10
H 0.48 -0.48 1.41  0.01
C -1.64 1.42 -1.69  -0.06
O 3.69 -1.16 0.84  -0.11
H -1.06 -1.05 0.28  0.08
O 2.40 0.66 0.52  -0.11
O -3.25 0.11 -0.35  0.03
N -0.99 -0.34 -0.43  0.11
H -2.28 2.03 -2.30  0.05
C 1.37 -1.05 1.57  -0.09
C -2.16 0.34 -0.84  -0.58
H 1.18 -2.09 1.27  0.05



(3)
Below is CHBr3 in the gas phase, with properties calculated with wB97M-V/def2-TZVPD.

Summary:
Multiplicity: 1
Energy above the lowest of the compared OMol25 structures with the same formula, charge and spin, eV: 0.481
Kohn-Sham gap, hartree: 0.352
Highest occupied orbital energy, Ha: -0.38915
SMILES: BrC(Br)Br

Each line ends with the Löwdin charge.
Positions of all 5 atoms, in Å:
H -19.19 -13.57 -5.91  -0.06
C -19.79 -14.45 -5.67  -1.44
Br -20.94 -13.91 -4.06  0.49
Br -20.66 -14.76 -7.44  0.51
Br -18.37 -15.84 -5.33  0.49



DFT total energy readings, ordered: -8869.50890; -437.73383; -7760.71329 Eh